Formula: C2H10NOS
Source: the OMol25 dataset
Level of theory: ωB97M-V with the def2-TZVPD basis set

```
15
Properties=species:S:1:pos:R:3
C 0.68 -0.08 0.64
C -0.31 0.66 1.49
S -1.15 1.66 0.17
N 0.46 -1.66 0.94
H 1.71 0.21 0.82
H 0.64 -0.01 -0.47
H 0.07 1.40 2.21
H -0.85 -0.01 2.13
H -1.60 2.55 0.92
H 0.32 -2.14 0.01
H -0.47 -1.77 1.44
H 1.32 -1.93 1.38
H 0.34 0.02 -4.26
H -0.65 0.99 -3.73
O -0.51 0.11 -3.69
```

Output
- Orbital gap: 9.4 eV
- Net charge: +1
- Energy above the lowest of the compared OMol25 structures with the same formula, charge and spin: 41.8 kcal per mole
- HOMO level: -13.2 eV
- E_LUMO: -0.1408 hartree
- Electronic energy: -16600.873 eV

Formula: C2H10NS
Source: the OMol25 dataset
Level of theory: ωB97M-V with the def2-TZVPD basis set

```
14
Properties=species:S:1:pos:R:3
N 1.99 1.02 1.21
H 1.43 0.69 0.37
H 1.52 0.92 2.15
H 2.88 0.52 1.29
H 2.42 1.91 0.95
C -1.68 -1.28 0.51
C -0.61 -0.20 0.47
S -0.07 0.16 -1.25
H -1.10 -2.20 0.45
H -2.38 -1.34 -0.27
H -2.23 -1.37 1.43
H -0.89 0.71 0.84
H 0.35 -0.69 0.82
H -1.17 -0.21 -1.96
```

Output
- Orbital gap: 8.9 eV
- Net charge: +1
- Energy above the lowest of the compared OMol25 structures with the same formula, charge and spin: 32.5 kcal per mole
- HOMO level: -13.2 eV
- E_LUMO: -0.1558 hartree
- Electronic energy: -14553.657 eV

Formula: C2H10NSi
Source: the OMol25 dataset
Level of theory: ωB97M-V with the def2-TZVPD basis set

```
14
Properties=species:S:1:pos:R:3
C 0.79 -0.57 1.08
C 0.06 0.26 0.04
N 0.87 0.23 -1.23
Si -1.83 0.03 0.04
H 0.71 -1.57 0.98
H 1.93 -0.40 0.91
H 0.65 -0.21 2.09
H 0.51 1.93 0.39
H 1.75 0.69 -1.01
H 0.61 1.01 -1.96
H 1.15 -0.70 -1.56
H -2.47 -0.42 1.20
H -2.03 -0.98 -0.97
H -2.22 1.31 -0.45
```

Output
- Orbital gap: 10.3 eV
- Net charge: +1
- Energy above the lowest of the compared OMol25 structures with the same formula, charge and spin: 123.6 kcal per mole
- HOMO level: -15.0 eV
- E_LUMO: -0.1712 hartree
- Electronic energy: -11593.050 eV

Formula: C2H10O2S2
Source: the OMol25 dataset
Level of theory: ωB97M-V with the def2-TZVPD basis set

```
16
Properties=species:S:1:pos:R:3
C -2.21 -0.22 0.03
S -0.76 0.45 -0.81
S 0.65 -0.31 0.42
C 2.07 -0.53 -0.76
H -2.54 -1.13 -0.48
H -3.07 0.44 -0.07
H -2.18 -0.37 1.11
H 1.75 -1.05 -1.66
H 2.98 -0.77 -0.22
H 2.14 0.51 -1.09
H 1.56 5.05 -0.20
H 0.38 4.11 -0.18
O 1.34 4.10 -0.19
H -1.40 -2.94 1.43
H -0.45 -3.80 2.29
O -0.90 -3.75 1.45
```

Output
- Structure (SMILES): CSSC.O.O
- Orbital gap: 8.5 eV
- Energy above the lowest of the compared OMol25 structures with the same formula, charge and spin: 26.3 kcal per mole
- HOMO level: -7.8 eV
- E_LUMO: 0.0237 hartree
- Electronic energy: -28000.979 eV

Formula: C2H10O2S2
Source: the OMol25 dataset
Level of theory: ωB97M-V with the def2-TZVPD basis set

```
16
Properties=species:S:1:pos:R:3
C -0.36 -0.39 -2.55
C -0.62 -1.26 -1.33
S 0.69 -1.19 0.03
S -0.25 -1.77 1.83
H 0.80 -0.36 -2.72
H -0.86 0.58 -2.47
H -0.64 -0.91 -3.45
H -0.53 -2.31 -1.60
H -1.57 -1.06 -0.88
H -0.28 -0.50 2.23
H -2.09 1.85 1.55
H -0.72 1.17 1.14
O -1.19 2.12 1.19
H 2.20 1.33 1.66
H 3.16 1.16 2.75
O 2.25 1.54 2.63
```

Output
- Structure (SMILES): CCSS.O.O
- Orbital gap: 9.6 eV
- Energy above the lowest of the compared OMol25 structures with the same formula, charge and spin: 28.1 kcal per mole
- HOMO level: -9.3 eV
- E_LUMO: 0.0091 hartree
- Electronic energy: -28000.903 eV

Formula: C2H10O4
Source: the OMol25 dataset
Level of theory: ωB97M-V with the def2-TZVPD basis set

```
16
Properties=species:S:1:pos:R:3
O 0.21 -1.97 0.11
C 1.22 -1.76 0.73
C 2.44 -1.09 0.16
H 1.35 -1.97 1.81
H 2.31 -0.49 -0.73
H 2.89 -0.49 0.95
H 3.15 -1.87 -0.13
H -1.28 -1.45 -1.07
H -1.88 -2.09 -2.32
O -1.98 -1.35 -1.72
H -1.64 1.06 -0.60
H -0.92 0.52 0.60
O -1.43 1.29 0.31
H -2.13 4.08 1.02
H -0.98 3.35 0.37
O -1.33 4.22 0.50
```

Output
- Structure (SMILES): CC=O.O.O.O
- Orbital gap: 11.2 eV
- Energy above the lowest of the compared OMol25 structures with the same formula, charge and spin: 8.0 kcal per mole
- HOMO level: -10.8 eV
- E_LUMO: 0.0160 hartree
- Electronic energy: -10425.844 eV

Formula: C2H10O4
Source: the OMol25 dataset
Level of theory: ωB97M-V with the def2-TZVPD basis set

```
16
Properties=species:S:1:pos:R:3
C -1.64 3.06 -0.13
C -1.11 2.16 0.72
O 0.02 1.46 0.39
H -2.66 2.88 -0.45
H -1.03 3.27 -1.01
H -1.53 1.87 1.68
H -0.13 0.52 0.58
H -1.42 -1.66 -0.58
H -0.75 -1.87 0.72
O -0.60 -1.43 -0.13
H 3.01 -0.58 0.83
H 2.48 -0.47 2.16
O 2.35 -1.02 1.38
H 0.66 -2.95 -1.42
H 1.62 -2.43 -2.37
O 0.73 -2.82 -2.37
```

Output
- Structure (SMILES): C=CO.O.O.O
- Orbital gap: 8.9 eV
- Energy above the lowest of the compared OMol25 structures with the same formula, charge and spin: 48.4 kcal per mole
- HOMO level: -8.6 eV
- E_LUMO: 0.0118 hartree
- Electronic energy: -10424.093 eV

Formula: C2H10O4
Source: the OMol25 dataset
Level of theory: ωB97M-V with the def2-TZVPD basis set

```
16
Properties=species:S:1:pos:R:3
C -0.53 1.53 1.94
C 0.68 1.04 1.77
O 1.04 -0.24 1.97
H -0.78 2.59 1.81
H -1.34 0.95 2.34
H 1.53 1.64 1.43
H 0.32 -0.84 1.70
H 0.83 -1.68 -0.62
H -0.23 -2.75 -0.27
O 0.29 -2.03 0.10
H -1.90 -0.20 -1.40
H -1.95 -0.50 -2.93
O -1.40 -0.58 -2.14
H 1.65 0.24 -2.49
H 0.42 0.34 -1.62
O 1.37 0.49 -1.60
```

Output
- Structure (SMILES): C=CO.O.O.O
- Orbital gap: 8.9 eV
- Energy above the lowest of the compared OMol25 structures with the same formula, charge and spin: 17.8 kcal per mole
- HOMO level: -8.7 eV
- E_LUMO: 0.0098 hartree
- Electronic energy: -10425.420 eV